{"formula": "C28H28N2RuSi", "method": "ωB97M-V/def2-TZVPD", "charge": 1, "s2": 8.779, "homo_lumo_gap_ev": [4.7, 6.0], "e_tot_ha": -1577.2110, "multiplicity": 6, "symbols": ["C", "C", "C", "H", "C", "C", "H", "H", "H", "H", "Ru", "C", "H", "H", "H", "Si", "C", "C", "H", "C", "H", "C", "H", "C", "H", "C", "H", "C", "C", "H", "C", "H", "C", "H", "C", "H", "C", "H", "H", "H", "C", "C", "C", "C", "N", "C", "C", "C", "C", "C", "C", "N", "H", "H", "H", "H", "H", "H", "H", "H"], "coordinates": [[1.345169, 1.768350, 1.251122], [0.244782, 2.052055, 0.368381], [-0.955034, 2.131506, 1.186409], [0.311592, 2.405973, -0.643670], [-0.536345, 2.024533, 2.567345], [0.854661, 1.813461, 2.599180], [1.472512, 1.740626, 3.492710], [2.390295, 1.698270, 0.934464], [-1.922243, 2.451241, 0.809933], [-1.195410, 2.146366, 3.427946], [-0.355723, 0.153327, 0.754655], [-1.480213, -1.508112, -2.115175], [-2.523207, -1.278447, -1.800600], [-1.173215, -2.424996, -1.574993], [-1.471924, -1.768979, -3.193022], [-0.266799, -0.171957, -1.723412], [1.550347, -0.028410, -2.300005], [2.311597, 1.151658, -2.279783], [1.835038, 2.116504, -2.083168], [3.703376, 1.120317, -2.485636], [4.267580, 2.061832, -2.524221], [4.365309, -0.102801, -2.646930], [5.443772, -0.137186, -2.839597], [3.629177, -1.296167, -2.564635], [4.133066, -2.267982, -2.644572], [2.240534, -1.249324, -2.378912], [1.678571, -2.176287, -2.236064], [-1.220021, 1.359973, -2.511421], [-0.733993, 1.970666, -3.669399], [0.248013, 1.688221, -4.049686], [-1.490145, 2.946763, -4.322450], [-1.075959, 3.464183, -5.188661], [-2.760118, 3.301775, -3.849444], [-3.343467, 4.084783, -4.346983], [-3.276343, 2.660993, -2.723001], [-4.251523, 2.941691, -2.313524], [-2.513576, 1.678898, -2.074759], [-2.953636, 1.169255, -1.213585], [-1.610116, -0.028316, -0.248699], [0.523948, -0.674021, -0.434328], [-3.518045, -0.876337, 3.581067], [-3.002737, -1.983588, 4.262961], [-1.739529, -2.443758, 3.923806], [-1.004442, -1.803507, 2.922556], [-1.565356, -0.792205, 2.200733], [-2.766565, -0.290934, 2.559531], [0.381400, -2.130713, 2.582054], [1.105480, -3.181546, 3.153185], [2.438743, -3.354644, 2.815246], [3.045140, -2.474024, 1.917159], [2.286765, -1.439004, 1.367381], [0.964120, -1.344321, 1.637555], [-4.482968, -0.436922, 3.814552], [-3.577490, -2.473741, 5.045131], [-1.272109, -3.299923, 4.395439], [-3.119286, 0.598861, 2.024684], [0.571710, -3.840648, 3.832890], [3.008294, -4.175705, 3.245711], [4.085543, -2.546917, 1.622248], [2.721000, -0.700679, 0.684304]], "forces_ev_per_a": [[0.20, 1.47, 1.13], [0.21, 1.99, 0.63], [0.67, 1.83, 0.66], [0.01, -0.08, -0.15], [-0.40, 0.70, -0.47], [0.82, 0.13, -0.63], [-0.23, -0.14, -0.27], [-0.49, -0.08, 0.18], [0.21, -0.04, 0.11], [0.27, -0.20, -0.28], [-0.32, -2.13, 2.35], [0.08, -1.75, -0.54], [0.91, 0.11, -0.34], [-0.28, 0.17, -0.23], [-0.08, 0.16, 0.47], [-0.72, 1.56, -2.04], [0.12, -0.31, 0.06], [0.25, -0.06, -0.21], [0.13, -0.27, -0.34], [-0.12, -0.10, 0.08], [-0.27, -0.47, 0.07], [-0.30, -0.09, -0.05], [-0.48, 0.06, 0.15], [-0.18, 0.05, 0.02], [-0.19, 0.47, 0.01], [0.56, 0.12, -0.14], [0.22, 0.10, -0.26], [0.08, -0.76, 0.58], [0.01, 0.23, 0.15], [-0.21, 0.18, 0.01], [-0.23, 0.17, 0.02], [-0.14, -0.23, 0.16], [0.22, 0.00, 0.01], [0.30, -0.34, 0.17], [0.27, -0.22, 0.20], [0.29, -0.16, -0.28], [-0.12, 0.53, -0.22], [0.21, 0.13, -0.15], [-1.52, 0.01, -1.60], [0.41, -0.80, -1.44], [0.28, 0.27, -0.34], [-0.06, 0.21, -0.32], [0.53, 0.00, -0.34], [-1.54, 0.47, -0.29], [-0.54, -0.45, 2.35], [0.03, -0.83, 0.36], [1.44, -0.31, -0.89], [-0.59, 0.37, -0.03], [0.18, -0.04, -0.22], [-0.29, 0.52, -0.07], [-0.64, -0.89, 0.30], [0.98, -0.42, 1.40], [0.14, -0.19, 0.10], [0.12, 0.12, -0.15], [-0.34, 0.14, 0.26], [0.15, -0.54, 0.11], [0.48, 0.01, -0.03], [-0.12, 0.17, -0.09], [-0.07, -0.14, 0.21], [-0.30, -0.39, 0.13]], "mulliken_spin": [0.19, 0.01, 0.00, 0.06, 0.27, 0.19, 0.01, 0.00, 0.01, 0.01, 3.43, 0.00, -0.01, 0.01, 0.00, 0.16, 0.03, 0.04, 0.00, 0.00, 0.00, 0.02, 0.00, 0.00, 0.00, -0.02, -0.01, 0.02, 0.01, 0.00, 0.00, 0.00, 0.00, 0.00, 0.01, 0.00, 0.00, -0.02, 0.18, 0.11, 0.01, 0.02, -0.01, 0.02, 0.05, 0.02, 0.03, 0.01, 0.01, 0.01, 0.00, 0.11, 0.00, 0.00, 0.00, -0.01, 0.00, 0.00, 0.00, 0.01]}